No. 1
# C4H8NO3

The ion C4H8NO3 with charge -1 in a non-equilibrium geometry (the ωB97M-V functional and the def2-TZVPD basis, the Open Molecules 2025 dataset).

XYZ file:
```
16
C4H8NO3 the ωB97M-V functional and the def2-TZVPD basis
O -2.5476 -0.2678 1.2483
C -1.4207 -0.4922 0.8625
C -0.7159 0.2426 -0.2921
C 0.2165 1.3267 0.2637
O -0.5079 2.2380 1.1155
N -0.0015 -0.6674 -1.1004
C 1.4089 -1.2844 -0.8185
O 1.5493 -2.4259 -1.4111
H -0.8562 -1.3465 1.2737
H -1.5237 0.7775 -0.7903
H 1.0389 0.8689 0.8139
H 0.5734 1.9302 -0.5639
H -0.2787 2.1126 2.0461
H -0.4821 -1.2348 -1.7841
H 1.4595 -1.3089 0.3036
H 2.0877 -0.4685 -1.1668
```

Its SMILES is O=C[C@@H](CO)NC[O-]. As for the net charge: -1. Its energy is -437.6530 hartree. The LUMO energy is 3.4 eV. The energy above the lowest of the compared OMol25 structures with the same formula, charge and spin is 400.5 kJ/mol. The gap between HOMO and LUMO is 6.257 eV. Its HOMO energy is -2.83 eV.

No. 2
# C4H12N2O

The molecule C4H12N2O in a non-equilibrium geometry (the ωB97M-V functional and the def2-TZVPD basis, the Open Molecules 2025 dataset).

XYZ file:
```
19
C4H12N2O the ωB97M-V functional and the def2-TZVPD basis
C 0.2536 -1.7058 -0.0637
N 1.4327 -2.5263 -0.4537
C 0.7195 -0.2835 0.1464
C 1.2206 0.2662 -1.2368
N -0.3533 0.5251 0.7058
C -1.2022 1.4629 0.0766
O -1.9940 2.0936 1.1088
H -0.1546 -2.1627 0.8448
H -0.5885 -1.7667 -0.7657
H 1.6944 -2.1608 -1.3537
H 1.3307 -3.5190 -0.5033
H 1.6091 -0.2119 0.7700
H 0.6035 -0.1059 -2.0516
H 1.0645 1.3473 -1.1953
H 2.2680 0.0514 -1.3505
H -0.1805 0.6568 1.6857
H -1.9287 1.0136 -0.5936
H -0.6803 2.2664 -0.4631
H -2.3443 2.8626 0.6549
```

Its SMILES is C[C@H](CN)NCO. Its energy is -344.3118 hartree. The LUMO energy is 0.9 eV. The energy above the lowest of the compared OMol25 structures with the same formula, charge and spin is 192.1 kJ/mol. The gap between HOMO and LUMO is 9.325 eV. Its HOMO energy is -8.38 eV.

No. 3
# C19H17BBrN2O5PtSTe

A structure of composition C19H17BBrN2O5PtSTe in a non-equilibrium geometry (the ωB97M-V functional and the def2-TZVPD basis, the Open Molecules 2025 dataset).

XYZ file:
```
48
C19H17BBrN2O5PtSTe the ωB97M-V functional and the def2-TZVPD basis
Pt -0.4261 0.2129 1.5362
O 3.0190 0.5310 -0.6240
S 1.7716 0.6806 0.2836
O 1.4153 2.0629 0.3805
O 2.0792 0.0160 1.5628
O 0.6415 -0.1025 -0.3567
O -1.5362 0.7530 4.2728
C -1.0994 0.5429 3.2609
Br -5.9821 1.0215 -0.1992
C -4.2454 1.7176 -0.0811
C -3.9906 3.0585 -0.3220
C -2.6812 3.5095 -0.2576
C -1.6780 2.6278 0.0891
N -1.9509 1.3429 0.3611
C -3.2036 0.8801 0.2704
H -4.8027 3.7315 -0.5617
H -2.4427 4.5421 -0.4680
H -0.6434 2.9307 0.1457
H -3.3734 -0.1700 0.4699
Te 1.6001 -2.5754 0.4380
C 1.7062 -4.6494 0.0272
C 1.4692 -5.2707 -1.1936
C 1.7458 -6.6208 -1.3369
C 2.2296 -7.3541 -0.2603
C 2.3993 -6.7484 0.9762
C 2.1248 -5.3967 1.1264
C 3.0814 -1.9586 -0.8900
C 3.3160 -2.5257 -2.1188
C 4.3727 -2.0912 -2.9165
C 5.2854 -1.1099 -2.4363
C 5.0863 -0.4892 -1.2607
C 3.8569 -0.7275 -0.4560
H 1.0511 -4.7127 -2.0222
H 1.5858 -7.1009 -2.2931
H 2.4613 -8.4037 -0.3821
H 2.7484 -7.3220 1.8242
H 2.2567 -4.9187 2.0910
H 2.7072 -3.3472 -2.4677
H 4.5207 -2.5365 -3.8904
H 6.1637 -0.8725 -3.0218
H 5.7897 0.2319 -0.8664
H 4.0815 -0.7606 0.6065
B -3.4531 -2.6572 -0.1051
C -2.1108 -2.2654 0.5418
N -1.1123 -1.9243 1.0417
H -4.3042 -2.5234 0.7453
H -3.5076 -3.8203 -0.4261
H -3.5210 -2.0102 -1.1287
```

As for the net charge: +1. Its energy is -4603.8831 hartree. The LUMO energy (spin up / spin down) is -5.9 / -5.9 eV. The energy above the lowest of the compared OMol25 structures with the same formula, charge and spin is 453.5 kJ/mol. The gap between HOMO and LUMO (spin up / spin down) is 5.356 / 5.355 eV. Its HOMO energy (spin up / spin down) is -11.27 / -11.26 eV.

No. 4
# C42H43Cl2N5O3

A cluster of 2 separate species, C42H43Cl2N5O3 in total in a non-equilibrium geometry (the ωB97M-V functional and the def2-TZVPD basis, the Open Molecules 2025 dataset).

XYZ file:
```
95
C42H43Cl2N5O3 the ωB97M-V functional and the def2-TZVPD basis
N -3.2240 -1.3325 3.3017
C -2.2396 -0.7034 3.2491
C -1.0285 0.0428 3.2196
C -1.0226 1.4105 3.2816
C -2.2337 2.1602 3.3071
N -3.2250 2.7840 3.3290
C 0.2318 2.1969 3.3045
O 0.2058 3.4250 3.3207
C 1.4927 1.3987 3.3008
Cl 2.9343 2.3010 3.3301
C 1.4850 0.0302 3.2670
Cl 2.9190 -0.8858 3.2735
C 0.2179 -0.7531 3.2168
O 0.1723 -1.9831 3.1794
C -5.8934 -4.1014 4.4166
O -6.4548 -4.2932 3.0911
C -5.6196 -4.2277 2.0221
C -4.2352 -3.9699 2.1316
C -3.4615 -3.8999 0.9882
C -4.0083 -4.2049 -0.2782
C -3.1360 -4.2718 -1.4216
N -3.1466 -5.3382 -2.3016
C -3.8727 -6.5781 -2.1857
C -4.7255 -6.9424 -3.2355
C -4.9166 -6.1038 -4.5003
C -6.3434 -5.5721 -4.6033
C -4.4884 -6.8712 -5.7498
C -5.4660 -8.1202 -3.1201
C -5.3406 -8.9350 -2.0002
C -4.4595 -8.5902 -0.9777
C -3.7092 -7.4146 -1.0532
C -2.6613 -7.1476 0.0286
C -1.3136 -7.7878 -0.3022
C -3.1600 -7.5050 1.4320
N -2.3625 -5.0794 -3.3837
N -1.7269 -3.9240 -3.0791
C -0.7405 -3.3545 -3.9764
C -1.1558 -2.5895 -5.0819
C -2.6353 -2.3223 -5.3403
C -2.9763 -2.2609 -6.8309
C -3.0830 -1.0519 -4.6274
C -0.1865 -2.0272 -5.9098
C 1.1668 -2.2542 -5.6785
C 1.5661 -3.0309 -4.5978
C 0.6237 -3.5790 -3.7292
C 1.1137 -4.4294 -2.5564
C 1.9497 -3.5945 -1.5913
C 1.8613 -5.6723 -3.0440
C -2.1890 -3.3656 -1.8712
C -1.7666 -2.1439 -1.3839
C -5.4110 -4.4284 -0.3810
C -6.2024 -4.4210 0.7423
H -6.7726 -4.1518 5.0605
H -5.1910 -4.9084 4.6665
H -5.3944 -3.1274 4.5121
H -3.7847 -3.7663 3.1035
H -2.4029 -3.6409 1.0612
H -4.2416 -5.2486 -4.4235
H -6.6051 -5.0035 -3.7021
H -6.4438 -4.9063 -5.4683
H -7.0649 -6.3929 -4.7099
H -3.4472 -7.1967 -5.6469
H -5.1142 -7.7565 -5.9169
H -4.5579 -6.2246 -6.6316
H -6.1423 -8.3918 -3.9335
H -5.9275 -9.8519 -1.9292
H -4.3489 -9.2549 -0.1162
H -2.4947 -6.0696 0.0374
H -0.9578 -7.4254 -1.2755
H -0.5663 -7.5217 0.4563
H -1.3870 -8.8824 -0.3525
H -4.1513 -7.0660 1.6035
H -3.2248 -8.5898 1.5890
H -2.4808 -7.0943 2.1913
H -3.1750 -3.1770 -4.9081
H -2.6073 -3.1512 -7.3522
H -4.0633 -2.2175 -6.9618
H -2.5446 -1.3725 -7.3075
H -2.9035 -1.1291 -3.5492
H -2.5240 -0.1847 -5.0049
H -4.1514 -0.8760 -4.7960
H -0.4952 -1.4066 -6.7495
H 1.9118 -1.8220 -6.3441
H 2.6236 -3.2214 -4.4155
H 0.2192 -4.7644 -2.0213
H 1.3621 -2.7377 -1.2411
H 2.2406 -4.1906 -0.7196
H 2.8607 -3.2166 -2.0722
H 1.2183 -6.2619 -3.7080
H 2.7710 -5.4070 -3.5971
H 2.1466 -6.3041 -2.1956
H -1.0363 -1.5825 -1.9480
H -2.2254 -1.7831 -0.4723
H -5.8502 -4.5736 -1.3687
H -7.2801 -4.5625 0.6820
```

Its energy is -3045.9911 hartree. The LUMO energy is -3.4 eV. The energy above the lowest of the compared OMol25 structures with the same formula, charge and spin is 0.0 kJ/mol. The gap between HOMO and LUMO is 2.553 eV. Its HOMO energy is -5.92 eV.

No. 5
# C20H30N2O8

A cluster of 4 separate species, C20H30N2O8 in total in a non-equilibrium geometry (the ωB97M-V functional and the def2-TZVPD basis, the Open Molecules 2025 dataset).

XYZ file:
```
60
C20H30N2O8 the ωB97M-V functional and the def2-TZVPD basis
C 11.8733 14.6779 15.7412
C 13.2037 14.5453 16.0685
C 14.0340 13.5913 15.5042
C 13.5416 12.7366 14.4574
C 12.1569 12.8404 14.2030
C 11.3862 13.7941 14.8574
N 14.4315 11.7814 13.8035
O 15.4558 11.4533 14.3416
O 13.9564 11.3458 12.7539
H 11.2330 15.2940 16.3551
H 13.6887 15.1368 16.8310
H 15.0505 13.6502 15.8642
H 11.7057 12.1309 13.5252
H 10.3585 13.9759 14.5798
C 9.2057 9.7477 16.4560
C 9.0422 10.4598 15.2529
C 8.6735 11.8303 15.3177
C 8.5059 12.5124 16.5684
C 8.7848 11.7873 17.7733
C 9.1469 10.4192 17.7089
N 8.1068 13.9373 16.6067
O 8.3256 14.6505 15.6598
O 7.4640 14.3053 17.5867
H 9.3450 8.6793 16.3814
H 9.2421 9.9662 14.3132
H 8.7190 12.4102 14.4077
H 8.5526 12.1288 18.7712
H 9.2725 9.8427 18.6135
C 7.4628 12.3122 10.8110
O 8.2628 12.6961 11.8711
C 8.4428 14.1386 11.9910
C 7.2426 15.0648 12.3271
O 6.3457 15.1169 11.2074
C 5.4690 16.2762 11.0912
H 7.8513 12.6249 9.8418
H 6.4909 12.8057 10.8212
H 7.3505 11.2280 10.8144
H 8.8661 14.5613 11.0798
H 9.2356 14.2462 12.7313
H 7.6723 16.0661 12.3560
H 6.7701 14.7595 13.2608
H 4.7658 16.1989 10.2619
H 5.9989 17.2225 10.9830
H 4.8772 16.3473 12.0038
C 21.7746 12.2104 16.3990
O 20.6503 11.7331 15.6885
C 19.4515 12.1717 16.3202
C 18.2627 11.3096 15.7668
O 18.4936 10.0817 16.4062
C 17.6433 9.0971 16.0074
H 22.0726 11.5933 17.2466
H 21.7574 13.2747 16.6336
H 22.5466 12.0325 15.6503
H 19.3469 13.1931 15.9542
H 19.5202 12.0992 17.4056
H 18.3584 11.0780 14.7060
H 17.3039 11.7691 16.0068
H 17.7267 8.2824 16.7267
H 17.8814 8.7081 15.0174
H 16.6322 9.5000 16.0649
```

Its SMILES is O=[N+]([O-])c1ccccc1.O=[N+]([O-])c1ccccc1.COCCOC.COCCOC. Its energy is -1491.1780 hartree. The LUMO energy is -0.8 eV. The energy above the lowest of the compared OMol25 structures with the same formula, charge and spin is 897.8 kJ/mol. The gap between HOMO and LUMO is 8.609 eV. Its HOMO energy is -9.37 eV.

No. 6
# C6H6NS

The ion C6H6NS with charge +1 in a non-equilibrium geometry (the ωB97M-V functional and the def2-TZVPD basis, the Open Molecules 2025 dataset).

XYZ file:
```
14
C6H6NS the ωB97M-V functional and the def2-TZVPD basis
C -1.1799 -0.6584 -0.7739
C -0.3975 0.3916 0.0138
C -1.2434 1.0923 0.7091
C -3.6241 1.1998 1.2088
C 1.8895 -0.7663 0.1709
C 1.1217 0.5163 -0.2487
N -2.4434 1.2452 1.0625
S -2.6878 -1.2153 -0.6426
H -0.2781 -0.9197 -1.4548
H 2.8640 -0.8202 -0.3753
H 1.5209 -1.7630 0.0199
H 1.9548 -0.5138 1.2224
H 1.0303 0.8428 -1.3081
H 1.4733 1.3687 0.3960
```

As for the net charge: +1. Its energy is -684.6695 hartree. The LUMO energy (spin up / spin down) is -7.6 / -7.6 eV. The energy above the lowest of the compared OMol25 structures with the same formula, charge and spin is 402.0 kJ/mol. The gap between HOMO and LUMO (spin up / spin down) is 6.879 / 6.880 eV. Its HOMO energy (spin up / spin down) is -14.44 / -14.44 eV.

Number 6 is which compound?
C6H6NS